[1]
Density functional theory data (ωB97M-V with the def2-TZVPD basis set) for a cluster of 2 separate species, C2H5IO in total at a distorted geometry.

As for the total energy: -12301.8107 eV. Its SMILES is C=O.CI. The value obtained for the HOMO energy is -9.6253 eV. The energy above the lowest of the compared OMol25 structures with the same formula, charge and spin comes out at 24.5 kcal per mole. Its LUMO energy is 0.24 eV. The calculation puts the gap between HOMO and LUMO at 9.9 eV.

The geometry in XYZ format:
```
9
C2H5IO | the Open Molecules 2025 dataset | ωB97M-V with the def2-TZVPD basis set
H -0.631 -1.772 1.967
H 1.573 2.107 -0.854
C -1.201 -1.413 0.959
I 1.733 -0.161 0.346
H -0.833 -1.949 0.087
H -0.057 1.634 -0.473
H 0.662 0.851 -1.912
C 0.801 1.295 -0.944
O -2.047 -0.591 0.826
```

=====

[2]
Density functional theory data (ωB97M-V with the def2-TZVPD basis set) for the ion C4H3Cl2F2O2 with charge -1 at a distorted geometry.

As for the total energy: -38773.3074 eV. Its SMILES is C[C@](Cl)(C(=O)[O-])C(F)(F)Cl. The value obtained for the HOMO energy is -4.6753 eV. The energy above the lowest of the compared OMol25 structures with the same formula, charge and spin comes out at 0.0 kcal per mole. The charge is -1. Its LUMO energy is 3.47 eV. The calculation puts the gap between HOMO and LUMO at 8.1 eV.

The geometry in XYZ format:
```
13
C4H3Cl2F2O2 | the Open Molecules 2025 dataset | ωB97M-V with the def2-TZVPD basis set
H 1.858 0.003 -1.347
Cl -0.104 1.615 -1.418
C 0.032 0.432 -0.136
C -1.055 -0.727 -0.565
Cl -1.006 -2.043 0.632
F -0.675 -1.310 -1.772
C -0.429 1.060 1.423
H 1.350 -1.255 0.027
F -2.329 -0.315 -0.729
O -1.453 1.739 1.382
H 2.072 0.356 0.439
O 0.304 0.610 2.279
C 1.437 -0.165 -0.215
```

=====

[3]
Density functional theory data (ωB97M-V with the def2-TZVPD basis set) for a structure of composition C28H41F5HfO8SSbSi3 at a distorted geometry.

As for the total energy: -101981.2276 eV. The value obtained for the HOMO energy is -9.8166 eV. The charge is +1. Its LUMO energy is -3.72 eV. The calculation puts the gap between HOMO and LUMO at 6.1 eV.

The geometry in XYZ format:
```
88
C28H41F5HfO8SSbSi3 | the Open Molecules 2025 dataset | ωB97M-V with the def2-TZVPD basis set
C -0.998 6.557 4.406
C -1.858 -3.959 -1.167
C -2.368 3.258 -3.131
H -1.570 -2.261 -4.420
C 3.245 -0.977 -3.233
H 0.637 -4.857 1.480
F -1.823 2.609 3.711
H 3.730 -0.174 -3.794
C -0.779 -2.666 -3.782
O -1.933 -0.462 3.475
S 0.519 3.623 2.066
O 1.455 0.011 1.939
H -3.577 4.049 -1.597
H 2.490 -1.703 3.728
H 0.999 2.733 2.953
F -2.743 6.593 5.972
C -2.169 2.597 -0.808
C 4.223 -0.679 -0.308
C -0.478 4.495 3.248
C -1.510 -1.530 2.974
O -2.519 1.540 1.254
Si -1.178 -2.391 -1.956
H -1.099 -4.567 -0.682
C -1.056 1.769 -1.137
C 1.047 -5.338 0.590
C -1.340 2.336 -3.454
C -2.018 5.923 5.096
H -3.288 4.537 0.925
H 2.373 -1.306 -3.802
O -1.460 -1.591 1.690
C -3.731 3.541 0.969
H 4.037 -4.999 0.524
C 1.462 -1.403 3.918
C -0.710 -2.536 3.792
F -3.263 3.971 5.514
Hf -0.786 0.471 1.712
C -1.517 3.893 3.942
C -0.690 1.610 -2.471
H -2.828 3.818 -3.931
C -2.280 4.581 4.864
Si 1.992 -4.133 -0.503
H 0.111 0.926 -2.701
H -0.008 1.391 -6.245
H -2.705 -0.700 -0.844
H 1.297 -1.250 4.986
O 0.338 0.728 3.642
H -3.515 -1.729 -2.013
C -0.238 5.841 3.495
C -2.599 -1.158 -1.831
H 4.751 -1.615 -0.480
C 1.161 -0.117 3.155
H -0.847 -2.331 4.856
H -4.633 3.556 0.355
H -2.347 -4.574 -1.927
H -2.603 -3.704 -0.411
H -0.703 -3.732 -4.007
H -2.547 -0.367 -2.575
H 2.676 -4.110 -2.889
H 3.897 -0.657 0.733
O 0.656 -2.455 3.406
C 2.089 -4.781 -2.259
H 2.238 1.821 -0.511
H 1.893 1.860 -2.238
H 3.560 1.865 -1.681
H 1.746 -6.110 0.922
H 0.165 -2.206 -4.077
C -0.052 1.312 -5.165
O -1.066 2.230 -4.753
H 0.913 1.587 -4.735
H 3.944 -1.816 -3.196
H 3.809 -3.331 1.050
F 0.738 6.473 2.854
H 1.099 -4.884 -2.706
O -0.354 1.187 -0.190
C 3.728 -4.003 0.196
H -1.026 -3.549 3.554
H 4.939 0.136 -0.446
H -4.013 3.297 1.990
H 0.237 -5.841 0.063
H 2.567 -5.765 -2.277
H -0.316 0.292 -4.877
C -2.760 2.525 0.464
Sb 0.855 -1.808 -0.492
F -0.747 7.838 4.626
C 2.564 1.456 -1.485
H 4.438 -3.677 -0.565
C -2.763 3.379 -1.839
Si 2.788 -0.412 -1.493
```

=====

[4]
Density functional theory data (ωB97M-V with the def2-TZVPD basis set) for a structure of composition C18H15ClNPS4V.

As for the total energy: -111243.6551 eV. The value obtained for the HOMO energy (alpha / beta) is -0.0025 / -0.8173 eV. The energy above the lowest of the compared OMol25 structures with the same formula, charge and spin comes out at 0.0 kcal per mole. The charge is -2. Its LUMO energy (alpha / beta) is 4.48 / 4.48 eV. The calculation puts the gap between HOMO and LUMO (alpha / beta) at 4.5 / 5.3 eV. Its spin multiplicity is 4. As for the expectation value of S²: 3.76.

The geometry in XYZ format:
```
41
C18H15ClNPS4V | the Open Molecules 2025 dataset | ωB97M-V with the def2-TZVPD basis set
C -2.066 -1.697 -2.802
S -3.984 4.092 0.898
S -3.931 0.435 0.357
N -0.706 2.013 -0.508
C 2.376 1.942 -0.920
C -0.823 0.488 2.357
H -0.831 -4.193 -0.873
H 2.276 -1.348 3.743
V -2.705 2.411 -0.527
H -1.739 0.401 -2.471
C -0.767 0.139 3.699
C 2.485 -0.433 -1.257
H 0.388 -0.792 5.252
C -1.005 -3.191 -1.248
S -5.415 2.930 1.852
C -1.494 -0.608 -2.154
P 0.013 0.696 -0.259
C 3.688 2.064 -1.355
C 0.225 0.166 1.497
C 4.402 0.937 -1.743
Cl -3.399 2.447 -2.872
H 4.343 -1.192 -2.017
H -1.603 0.393 4.339
H 2.014 -1.409 -1.240
C 0.343 -0.525 4.202
H 1.775 2.803 -0.648
C 1.768 0.689 -0.853
H -2.731 -1.518 -3.637
C 1.339 -0.495 2.012
C -0.441 -2.102 -0.596
C 1.400 -0.839 3.357
H -2.279 -3.832 -2.855
S -4.444 1.156 2.238
C -1.817 -2.987 -2.357
C -0.668 -0.806 -1.054
H -1.695 1.006 1.976
H 4.150 3.044 -1.404
C 3.796 -0.311 -1.699
H 5.424 1.034 -2.092
H 0.159 -2.270 0.291
H 2.177 -0.739 1.369
```

=====

[5]
Density functional theory data (ωB97M-V with the def2-TZVPD basis set) for a structure of composition C20H31NO8RhSi at a distorted geometry.

As for the total energy: -50002.2352 eV. The value obtained for the HOMO energy (alpha / beta) is -5.5805 / -5.5727 eV. The charge is -1. Its LUMO energy (alpha / beta) is 1.41 / 1.39 eV. The calculation puts the gap between HOMO and LUMO (alpha / beta) at 7.0 / 7.0 eV.

The geometry in XYZ format:
```
62
C20H31NO8RhSi | the Open Molecules 2025 dataset | ωB97M-V with the def2-TZVPD basis set
C -1.833 -2.239 4.379
O -1.653 -1.832 -0.338
H -2.207 1.747 -3.066
H 1.373 -1.766 -4.893
H 0.630 3.957 1.340
H 3.461 -2.255 -1.853
C -1.424 1.352 -2.417
H -2.796 0.073 -0.395
H 1.448 2.805 -2.066
C -1.843 3.321 -0.960
H -3.744 1.342 -1.153
H 0.616 4.364 -0.376
C -0.482 -1.893 4.397
C 1.188 3.883 0.411
H -1.608 0.857 2.215
H -1.465 0.267 -2.468
Si -0.105 1.225 0.189
C -2.466 -2.385 3.144
H -0.464 1.689 -2.801
O 2.268 -1.134 4.140
H 0.988 -3.460 -4.506
C -1.730 -2.204 1.990
C 3.054 -2.421 -2.849
H -3.402 -2.693 5.374
H -1.147 2.549 2.124
C -2.920 1.148 -0.465
H 2.758 0.871 0.916
H 3.462 2.491 0.974
O 1.194 -1.058 -2.209
C -0.786 1.532 2.000
C 1.657 -1.327 3.099
C 2.106 2.351 -1.328
H -1.099 3.825 -1.573
C 0.893 -2.430 -4.176
N -0.437 -1.906 2.021
H 0.053 -1.741 5.321
H -3.515 -2.632 3.060
H 3.061 2.880 -1.361
H 3.483 -1.690 -3.534
H 2.182 2.042 2.095
H 2.279 1.314 -1.609
H -2.827 3.570 -1.361
O -3.545 -2.638 0.527
O -2.496 -2.408 5.553
H -0.167 -2.187 -4.121
H 3.315 -3.424 -3.177
O 0.997 -4.604 -2.445
C -2.384 -2.257 0.590
H 0.242 -0.923 -2.352
C 1.496 2.425 0.071
C 0.177 -1.743 3.193
C 2.535 1.924 1.074
C 1.535 -2.295 -2.804
Rh 0.564 -1.127 0.219
O 2.078 -1.204 1.917
C 1.067 -3.531 -1.871
H -3.199 1.528 0.513
H 2.118 4.439 0.536
H -1.788 3.713 0.051
O 0.908 -3.236 -0.679
C -1.637 1.806 -0.973
H -0.018 1.354 2.748
```

=====

[6]
Density functional theory data (ωB97M-V with the def2-TZVPD basis set) for a cluster of 10 separate species, C4H26O9 in total at a distorted geometry.

As for the total energy: -22995.9803 eV. Its SMILES is C/C=C/C.O.O.O.O.O.O.O.O.O. The value obtained for the HOMO energy is -8.6526 eV. The energy above the lowest of the compared OMol25 structures with the same formula, charge and spin comes out at 65.8 kcal per mole. Its LUMO energy is 0.40 eV. The calculation puts the gap between HOMO and LUMO at 9.1 eV.

The geometry in XYZ format:
```
39
C4H26O9 | the Open Molecules 2025 dataset | ωB97M-V with the def2-TZVPD basis set
O -2.813 -1.170 0.435
H -1.079 0.853 1.011
H -0.379 -2.918 1.515
H 1.542 -3.372 -0.005
O 0.359 4.259 0.751
H 2.832 1.122 -2.463
H -2.084 2.329 -0.422
H 0.736 0.429 -1.779
C 1.052 0.638 0.349
H 0.609 4.659 1.586
H 1.090 1.462 2.595
O -2.049 3.175 0.042
H -1.137 3.310 -1.784
C -0.350 0.113 0.697
O -1.140 2.720 -2.553
H 1.714 -3.218 1.447
H -0.203 -0.383 1.659
H -1.496 -3.945 1.344
O 2.192 -2.520 -2.052
C 1.386 0.617 -0.936
C 2.781 1.007 -1.379
O 1.227 -3.774 0.821
H -2.074 -1.710 0.763
H -0.641 3.277 -3.163
H -1.102 -1.811 -1.449
H 3.043 -2.795 -1.718
H 3.373 0.087 -1.281
H 0.874 1.213 4.017
O 0.370 1.238 3.194
H 1.746 -3.035 -2.723
H -3.646 -1.640 0.469
H -1.800 -3.074 -1.391
O -0.891 -2.748 -1.354
H -0.795 -0.359 -0.160
O -1.305 -3.095 1.748
H -0.271 3.566 0.974
H 1.765 0.830 1.134
H 3.192 1.803 -0.772
H -2.810 3.682 -0.251
```